Formula: C10H19N4O3PdSe3Te
Source: the OMol25 dataset
Level of theory: ωB97M-V/def2-TZVPD

Cartesian coordinates (Å):
Pd 0.7537 2.3381 -1.7785
Se -2.1550 2.8881 -1.7184
Se -3.8555 1.7032 -2.5990
Te 0.8957 1.5532 -4.2524
Se -0.5992 3.5267 -3.4347
C 3.1334 0.8737 1.4827
C 2.3341 1.6753 0.5045
N 2.0495 1.2176 -0.6613
O 2.4783 -0.0758 -0.9239
C 1.7894 2.9783 0.8259
C 2.1583 3.7637 2.0438
N 0.8886 3.4420 -0.0298
O 0.2912 4.5135 0.1904
H 2.8184 -0.1673 1.4378
H 3.0044 1.2557 2.4929
H 4.1944 0.9073 1.2273
H 1.8500 -0.3499 -1.6090
H 3.2015 3.5995 2.3197
H 1.5285 3.5198 2.9056
H 2.0074 4.8199 1.8252
C -1.3207 -1.6525 -2.6324
N -1.3426 -2.0481 -1.2315
C -2.0162 -3.3004 -0.9375
C -2.5153 -3.3435 0.4907
C -1.3963 -2.9033 1.4109
N -0.9695 -1.5751 1.0382
C -0.3987 -0.7313 2.0610
C -0.9217 -1.1530 -0.2819
O -0.4963 -0.0448 -0.5688
H -2.3157 -1.3713 -2.9761
H -0.9408 -2.4856 -3.2323
H -0.6767 -0.7895 -2.7619
H -1.3378 -4.1448 -1.1192
H -2.8520 -3.4074 -1.6331
H -2.8488 -4.3520 0.7416
H -3.3593 -2.6594 0.6054
H -0.5635 -3.6215 1.3622
H -1.7374 -2.8743 2.4477
H -1.1108 -0.5936 2.8794
H -0.1692 0.2349 1.6195
H 0.5220 -1.1659 2.4693

Atomic forces in eV per Å
1.07 0.14 0.49
-0.05 -0.10 -0.06
-0.31 -0.15 -0.14
-0.66 0.26 0.11
0.26 -0.19 -0.29
-0.01 0.05 0.02
-0.09 0.28 0.08
-0.16 0.10 -0.17
-0.02 -0.10 -0.19
0.12 -0.22 0.08
-0.03 -0.06 -0.05
-0.01 -0.16 -0.07
-0.09 0.21 0.02
0.01 -0.02 0.01
0.00 0.00 -0.02
0.01 -0.01 0.00
0.03 -0.01 0.11
-0.02 -0.01 0.02
0.00 0.03 0.02
0.00 0.02 0.02
0.07 -0.04 0.15
-0.08 -0.01 0.00
0.06 0.05 -0.04
-0.04 0.02 0.01
0.04 0.04 -0.04
-0.12 0.02 -0.15
0.02 0.00 -0.05
-0.01 -0.11 0.19
0.12 -0.13 -0.07
-0.10 0.03 -0.04
-0.02 0.03 0.01
0.01 0.05 0.00
0.02 -0.01 -0.03
-0.02 0.01 -0.01
-0.01 0.01 -0.01
0.01 -0.02 0.02
0.01 -0.01 0.03
0.00 0.01 0.02
0.01 0.00 0.01
0.00 0.01 0.01
0.00 0.01 0.01

## Properties
Charge = -1
E_tot = -229593.5749 eV
E_HOMO (alpha / beta) = -3.074 / -3.072 eV
Kohn-Sham gap (alpha / beta) = 4.970 / 4.968 eV
Lowest unoccupied orbital energy (alpha / beta) = 1.9 / 1.9 eV

Löwdin analysis output, partial charges in e: 0.2798 -0.2063 -0.2743 0.1801 -0.1474 -0.0133 -0.2961 -0.1412 -0.0535 -0.2969 -0.0534 -0.2400 -0.1393 0.0715 0.0734 0.0919 0.0657 0.0691 0.0800 0.0682 -0.0470 -0.0782 -0.1770 -0.1622 -0.1804 -0.0938 -0.0412 -0.4672 -0.0174 0.0727 0.0874 0.0162 0.1198 0.1205 0.1113 0.1252 0.1241 0.1161 0.0867 0.0815 0.0848

Formula: H16O8
Source: the OMol25 dataset
Level of theory: ωB97M-V/def2-TZVPD

Cartesian coordinates (Å):
O -24.5324 12.0702 21.9350
H -24.1584 11.2236 22.2397
H -24.0365 12.6334 22.5834
O -27.2578 10.9868 20.5779
H -27.8584 11.3036 19.9369
H -27.0310 11.7252 21.1312
O -20.8695 11.6965 22.1978
H -21.4254 11.5531 22.9889
H -21.4248 11.9893 21.4910
O -25.5796 14.0246 20.5392
H -25.2560 13.2978 21.0921
H -25.0081 14.7915 20.6001
O -22.3832 12.1695 20.1917
H -23.1699 11.6852 20.0169
H -22.6825 13.0668 20.2965
O -26.3603 8.7856 22.0771
H -25.5041 9.1454 22.4145
H -26.6892 9.5026 21.5576
O -23.5473 9.6581 22.7207
H -23.2774 9.3485 21.8533
H -23.6020 8.9188 23.3439
O -22.9990 13.4280 23.9949
H -22.3924 12.7966 24.3829
H -22.5641 14.2964 24.1237

Atomic forces in eV per Å
0.93 0.15 1.54
-0.59 -0.25 -0.32
-0.61 0.07 -0.57
0.84 -0.99 0.69
-0.97 0.54 -1.04
0.19 0.64 0.31
1.09 -0.61 2.40
0.40 0.05 -1.03
-0.97 0.08 -0.83
-0.59 0.22 -0.53
0.28 0.24 -0.09
0.10 -0.13 0.24
1.14 0.42 -0.69
-1.10 -0.58 -0.14
-0.30 0.55 -0.06
1.69 -0.51 1.20
-1.11 -0.47 -0.38
-0.71 0.84 -0.85
-0.06 0.10 0.47
0.23 -0.50 0.04
0.18 0.09 -0.44
0.16 0.88 0.08
0.17 -0.09 0.17
-0.38 -0.73 -0.19

## Properties
Charge = 0
E_tot = -16639.7587 eV
E_HOMO = -10.704 eV
Kohn-Sham gap = 10.671 eV
Lowest unoccupied orbital energy = 0.0 eV

Löwdin analysis output, partial charges in e: -0.0891 0.0076 0.0429 -0.0132 0.0368 0.0305 -0.0691 0.0107 -0.0650 -0.0699 -0.0421 0.0271 -0.0148 0.0447 0.0556 -0.0692 0.0033 -0.0412 -0.0377 0.0812 0.0895 -0.0410 0.0410 0.0812

Formula: C4H6O2
Source: the OMol25 dataset
Level of theory: ωB97M-V/def2-TZVPD

Cartesian coordinates (Å):
O 2.3003 -1.3755 0.1095
C 1.3392 -0.7545 0.4926
C 0.3296 -0.1125 -0.4165
C -1.1379 -0.5385 -0.1931
O -1.5611 0.8147 -0.0203
C -0.2052 1.2762 -0.0154
H 1.1302 -0.6384 1.5812
H 0.6558 -0.1946 -1.4535
H -1.6212 -1.0357 -1.0430
H -1.3051 -1.1417 0.7086
H 0.1124 1.6136 0.9830
H -0.0370 2.0869 -0.7330

Atomic forces in eV per Å
-0.38 0.27 0.20
0.19 -0.15 -0.17
0.08 -0.07 -0.08
0.00 -0.45 -0.12
-0.21 0.16 0.08
0.28 0.24 0.03
0.04 -0.02 -0.12
0.01 0.02 0.12
0.08 0.16 0.15
0.03 0.09 -0.04
-0.08 -0.09 -0.15
-0.03 -0.17 0.09

## Properties
Charge = 0
E_tot = -8338.4888 eV
E_HOMO = -10.119 eV
Kohn-Sham gap = 10.957 eV
Lowest unoccupied orbital energy = 0.8 eV

Löwdin analysis output, partial charges in e: 0.0633 -0.2338 -0.2063 -0.1465 -0.1043 -0.1451 0.1356 0.1474 0.1239 0.1218 0.1218 0.1223

Formula: C5H10N4O3
Source: the OMol25 dataset
Level of theory: ωB97M-V/def2-TZVPD

Cartesian coordinates (Å):
C 4.0382 -0.1818 -0.4741
C -3.1747 -0.9941 0.4179
C -2.3748 0.1766 -0.0631
C -2.0062 1.1927 1.0433
C -0.8596 -0.0549 -0.0839
H 2.5733 -1.5869 -0.7032
H 2.3303 0.1315 -1.3073
H -4.1672 -0.6444 0.7474
H -3.3084 -1.7237 -0.3942
H -2.6827 -1.5232 1.2627
H -3.0681 -0.0552 -1.8387
H -2.5448 1.0576 1.9914
H -2.0833 2.2195 0.6861
H -0.3799 0.3740 -0.9691
H -0.5676 -1.1093 0.0295
N 2.8504 -0.6503 -0.9633
N 4.1389 1.2698 -0.5610
N 4.5729 2.2009 -0.0026
N 4.9130 -1.0118 0.1544
O 5.3374 -0.5149 1.1944
O -2.8832 0.7026 -1.2722
O -0.6540 0.7254 1.1057

Atomic forces in eV per Å
0.22 0.96 -2.09
-0.45 -0.54 0.51
0.91 0.14 0.08
-0.87 0.11 -0.18
0.26 -0.76 -0.11
-0.40 0.66 -0.20
-1.18 -0.83 -0.34
0.28 -0.25 -0.12
0.00 0.08 0.18
-0.27 0.43 -0.47
-0.09 0.15 -0.07
0.18 0.14 -0.17
0.07 0.14 0.11
0.00 0.10 0.08
0.21 0.24 0.08
0.72 0.13 -0.87
1.02 0.22 4.58
-0.72 -3.21 -2.60
-1.81 2.15 0.62
2.15 -0.06 0.91
-0.19 0.18 0.31
-0.03 -0.18 -0.24

## Properties
Charge = 0
E_tot = -17442.6656 eV
E_HOMO = -7.452 eV
Kohn-Sham gap = 5.999 eV
Lowest unoccupied orbital energy = -1.5 eV

Löwdin analysis output, partial charges in e: -0.4183 -0.0250 -0.5378 -0.1073 -0.1358 0.1045 0.0774 0.0978 0.0895 0.1067 0.0957 0.1280 0.1273 0.1183 0.1215 0.0931 0.0377 0.2533 -0.0421 -0.1023 0.0070 -0.0894

Formula: C3H6O4
Source: the OMol25 dataset
Level of theory: ωB97M-V/def2-TZVPD

Cartesian coordinates (Å):
C 2.0403 0.0274 -0.2243
O 1.2283 -0.9416 0.4058
C -0.3226 -0.9451 -0.0256
C -0.6977 0.1989 0.7821
O -0.5096 1.2659 1.2263
O -2.2638 -0.2656 0.1881
O -2.6390 0.9114 -0.6009
H 1.8560 0.0859 -1.3040
H 1.9185 1.0266 0.2142
H 3.0885 -0.2432 -0.0689
H -0.3667 -0.7998 -1.1022
H -0.6336 -1.8956 0.4010
H -2.6987 1.5749 0.1085

Atomic forces in eV per Å
-0.09 0.18 -0.05
-1.44 -0.96 -0.89
6.12 0.16 2.11
-3.82 1.12 -2.09
-0.05 -2.08 -0.22
0.23 2.21 0.83
0.21 -0.62 0.88
0.01 -0.01 0.03
-0.17 -0.05 -0.09
-0.18 -0.19 -0.03
-0.31 0.08 0.18
-0.33 0.21 -0.35
-0.19 -0.05 -0.31

## Properties
Charge = 0
E_tot = -11392.3502 eV
E_HOMO = -9.580 eV
Kohn-Sham gap = 9.585 eV
Lowest unoccupied orbital energy = 0.0 eV

Löwdin analysis output, partial charges in e: -0.1454 -0.2239 -0.0284 -0.2075 0.2275 -0.1958 -0.0608 0.0862 0.0785 0.0871 0.1496 0.1500 0.0830

Formula: C8H7NO2S
Source: the OMol25 dataset
Level of theory: ωB97M-V/def2-TZVPD

Cartesian coordinates (Å):
C 2.0038 -0.5698 -2.3441
C 0.6940 -1.0310 -2.7763
C 2.0927 0.2402 -1.2147
C -0.4378 -0.7289 -2.0536
C 0.6959 0.8620 0.9445
C 1.0144 0.3940 -0.3437
C -0.2158 0.0023 -0.9180
C -0.6452 0.6432 1.1719
N -1.2217 0.1893 0.0531
O -3.2682 -0.0766 3.4415
O -2.0344 1.8582 4.4745
S -2.0317 0.6407 3.6703
H 2.8886 -0.8451 -3.0273
H 0.6212 -1.7699 -3.6878
H 3.1335 0.4732 -0.8935
H -1.4697 -1.1021 -2.1465
H 1.3947 1.3080 1.6043
H -2.1881 -0.0833 -0.1854
H -1.0260 -0.4043 4.2308

Atomic forces in eV per Å
-1.13 -0.07 -1.52
0.96 -1.67 -1.74
2.78 -1.22 0.27
0.09 -0.38 -0.26
-0.13 0.36 1.50
-1.65 -0.09 -2.02
-0.98 0.13 2.13
0.77 0.42 0.30
-1.12 -0.62 -1.56
0.56 0.15 -0.01
0.39 -1.28 -0.74
1.11 -0.62 0.32
-1.40 0.67 1.48
0.20 1.71 1.84
-0.93 0.19 -0.16
0.72 -0.01 -0.77
0.32 0.25 0.64
0.93 0.36 0.92
-1.49 1.72 -0.62

## Properties
Charge = 0
E_tot = -24824.4175 eV
E_HOMO (alpha / beta) = -8.334 / -8.210 eV
Kohn-Sham gap (alpha / beta) = 6.154 / 6.568 eV
Lowest unoccupied orbital energy (alpha / beta) = -2.2 / -1.6 eV

Löwdin analysis output, partial charges in e: -0.0932 -0.1024 -0.0550 -0.0561 -0.0558 -0.1982 -0.2298 -0.0427 0.0579 -0.4227 -0.4062 0.7473 0.1220 0.1299 0.1170 0.1208 0.0896 0.1694 0.1082

Among the records above, which one has the highest E_tot? C4H6O2

Copy entry 4 word for word.
Formula: C5H10N4O3
Source: the OMol25 dataset
Level of theory: ωB97M-V/def2-TZVPD

Cartesian coordinates (Å):
C 4.0382 -0.1818 -0.4741
C -3.1747 -0.9941 0.4179
C -2.3748 0.1766 -0.0631
C -2.0062 1.1927 1.0433
C -0.8596 -0.0549 -0.0839
H 2.5733 -1.5869 -0.7032
H 2.3303 0.1315 -1.3073
H -4.1672 -0.6444 0.7474
H -3.3084 -1.7237 -0.3942
H -2.6827 -1.5232 1.2627
H -3.0681 -0.0552 -1.8387
H -2.5448 1.0576 1.9914
H -2.0833 2.2195 0.6861
H -0.3799 0.3740 -0.9691
H -0.5676 -1.1093 0.0295
N 2.8504 -0.6503 -0.9633
N 4.1389 1.2698 -0.5610
N 4.5729 2.2009 -0.0026
N 4.9130 -1.0118 0.1544
O 5.3374 -0.5149 1.1944
O -2.8832 0.7026 -1.2722
O -0.6540 0.7254 1.1057

Atomic forces in eV per Å
0.22 0.96 -2.09
-0.45 -0.54 0.51
0.91 0.14 0.08
-0.87 0.11 -0.18
0.26 -0.76 -0.11
-0.40 0.66 -0.20
-1.18 -0.83 -0.34
0.28 -0.25 -0.12
0.00 0.08 0.18
-0.27 0.43 -0.47
-0.09 0.15 -0.07
0.18 0.14 -0.17
0.07 0.14 0.11
0.00 0.10 0.08
0.21 0.24 0.08
0.72 0.13 -0.87
1.02 0.22 4.58
-0.72 -3.21 -2.60
-1.81 2.15 0.62
2.15 -0.06 0.91
-0.19 0.18 0.31
-0.03 -0.18 -0.24

## Properties
Charge = 0
E_tot = -17442.6656 eV
E_HOMO = -7.452 eV
Kohn-Sham gap = 5.999 eV
Lowest unoccupied orbital energy = -1.5 eV

Löwdin analysis output, partial charges in e: -0.4183 -0.0250 -0.5378 -0.1073 -0.1358 0.1045 0.0774 0.0978 0.0895 0.1067 0.0957 0.1280 0.1273 0.1183 0.1215 0.0931 0.0377 0.2533 -0.0421 -0.1023 0.0070 -0.0894